Record 1
# C22H14F6MgN5O10S2

A structure of composition C22H14F6MgN5O10S2 (ωB97M-V with the def2-TZVPD basis set, the OMol25 dataset).

The geometry in XYZ format:
```
60
Properties=species:S:1:pos:R:3:forces:R:3
Mg 1.08816 0.72282 1.22751 0.03 0.22 0.13
O 2.90182 2.54917 -2.92791 0.01 0.08 0.01
C 2.65170 2.35326 -1.61967 -0.13 -0.16 -0.01
O 3.38259 1.73988 -0.89704 0.07 -0.01 0.05
C 1.39551 3.02377 -1.15781 -0.03 0.08 0.03
C 0.83443 4.05748 -1.88476 0.01 -0.02 0.00
C -0.25863 4.72371 -1.34668 -0.02 0.01 0.00
C -0.72969 4.34271 -0.10802 0.00 0.01 -0.01
C -0.11570 3.28185 0.55036 0.02 -0.01 -0.02
N 0.91635 2.62333 0.02468 0.04 0.01 -0.07
C -0.60145 2.85811 1.95024 -0.06 0.01 -0.05
O -1.55202 3.48875 2.40563 0.03 -0.01 0.00
O 0.05383 1.91240 2.47054 0.05 -0.01 0.06
H 3.69137 2.02449 -3.12473 0.01 -0.01 0.01
H 1.25521 4.32960 -2.84092 0.00 0.00 0.00
H -0.72147 5.53865 -1.88905 0.00 0.00 0.00
H -1.55826 4.82744 0.38798 0.00 -0.01 0.00
O 0.45480 -1.04352 2.10941 -0.04 0.03 -0.01
N -0.78354 -1.27658 2.00234 0.04 0.00 -0.09
N -1.35721 -0.59354 1.08141 0.06 0.02 0.12
O -0.71865 0.26664 0.32165 0.14 -0.04 0.05
C -2.75850 -0.75456 0.89670 -0.06 -0.03 0.00
C -3.39457 -1.92978 1.27373 -0.02 0.09 0.13
C -4.75298 -2.06349 1.04211 -0.07 0.07 0.05
C -5.47119 -1.04097 0.43370 0.04 -0.03 0.03
C -4.82019 0.12890 0.06717 0.01 0.01 0.02
C -3.46103 0.27844 0.29632 -0.02 0.03 0.00
H -2.82027 -2.72369 1.72809 -0.01 0.02 0.01
H -5.25222 -2.98046 1.32990 -0.01 0.00 0.00
H -6.53227 -1.15524 0.25108 0.00 0.00 0.00
H -5.37266 0.93713 -0.39526 0.00 0.00 0.00
H -2.92931 1.17787 0.02055 -0.01 0.00 0.00
F 4.53082 -0.07846 4.54904 -0.01 0.03 0.00
C 3.60250 -0.50949 3.68712 0.08 0.01 0.03
F 2.40511 -0.21074 4.17295 -0.01 -0.01 -0.02
F 3.70783 -1.82696 3.58038 -0.01 0.03 0.03
S 3.86486 0.36307 2.05529 -0.14 -0.02 0.14
O 3.02611 1.53661 2.18977 -0.04 -0.05 0.02
O 5.27529 0.48694 1.90731 0.02 -0.01 -0.04
N 3.07308 -0.50918 0.98777 -0.07 -0.02 -0.14
S 3.63065 -1.84653 0.32033 0.11 -0.17 0.00
O 4.60847 -2.51927 1.11975 -0.07 0.00 -0.02
O 2.52578 -2.56106 -0.24136 -0.02 0.01 -0.03
C 4.63383 -1.33052 -1.15048 0.02 0.01 0.01
F 3.90898 -0.78782 -2.12197 -0.10 0.03 0.02
F 5.60000 -0.48743 -0.80456 -0.01 0.02 -0.03
F 5.20080 -2.44330 -1.64092 0.02 -0.01 -0.01
N 1.03603 0.06822 -2.34451 -0.02 0.00 -0.04
C 0.18617 -0.67117 -2.11799 0.01 0.02 -0.02
C -0.90149 -1.58296 -1.88618 -0.03 -0.02 -0.07
C -0.69036 -2.76594 -1.18405 -0.02 0.00 0.05
C -1.76063 -3.62104 -0.96925 0.05 -0.03 -0.10
C -3.02276 -3.30312 -1.45142 0.03 -0.04 -0.15
C -3.22814 -2.11920 -2.14696 0.01 -0.05 -0.02
C -2.16988 -1.25402 -2.35973 0.03 -0.01 -0.05
H 0.29292 -2.98451 -0.79101 0.05 -0.01 -0.01
H -1.60673 -4.53627 -0.41258 0.01 0.00 0.01
H -3.85537 -3.97049 -1.26678 0.01 0.01 0.00
H -4.21798 -1.84923 -2.49077 0.00 -0.03 -0.01
H -2.31982 -0.31071 -2.86843 0.01 -0.02 -0.01
```
Forces are in eV/Å.

Its gap between HOMO and LUMO is 8.1821 eV. The multiplicity is 1. Its total charge is -1.

Record 2
# C22H14I2N2OPPbSSe2

A structure of composition C22H14I2N2OPPbSSe2 in a non-equilibrium geometry (ωB97M-V with the def2-TZVPD basis set, the OMol25 dataset).

The geometry in XYZ format:
```
46
Properties=species:S:1:pos:R:3:forces:R:3
Pb -0.55706 -2.06830 -0.94947 0.28 0.35 -0.10
Se 2.32374 -1.45160 -0.60757 0.40 0.40 0.14
P 1.65974 0.62810 -0.64797 0.10 -0.16 -0.10
Se -0.47126 0.98020 -0.72307 0.16 0.23 0.05
C 2.43764 1.40040 -2.12677 -0.24 -0.14 0.25
C 3.76464 1.12800 -2.43547 0.04 -0.01 -0.02
C 4.30884 1.59210 -3.61907 0.10 -0.02 -0.03
C 3.52994 2.31670 -4.50827 0.05 0.08 -0.04
C 2.21304 2.60480 -4.19357 0.07 0.05 -0.16
C 1.66864 2.15150 -3.00467 -0.08 0.05 0.05
C 2.41064 1.43420 0.81593 -0.23 -0.12 -0.18
C 3.74924 1.19130 1.10233 0.02 -0.01 0.01
C 4.30724 1.68030 2.26813 0.11 -0.02 0.02
C 3.52904 2.40080 3.16133 0.02 0.07 0.03
C 2.19924 2.65490 2.87023 0.08 0.05 0.17
C 1.63804 2.17460 1.69863 -0.09 0.01 -0.08
H 4.35864 0.51240 -1.77497 0.01 -0.05 0.00
H 5.33614 1.36060 -3.86367 0.07 -0.01 -0.01
H 3.95094 2.64900 -5.44787 0.02 0.03 -0.03
H 1.60074 3.16230 -4.88947 -0.03 0.05 -0.01
H 0.63184 2.35320 -2.76837 0.03 -0.04 0.03
H 4.34024 0.57690 0.43773 0.02 -0.04 0.01
H 5.34364 1.47060 2.49573 0.05 0.00 0.01
H 3.96104 2.75120 4.08943 0.00 0.04 0.03
H 1.59274 3.20630 3.57543 -0.06 0.03 0.00
H 0.59114 2.34620 1.48263 0.00 -0.05 -0.03
I -0.88746 -1.34410 4.40153 -0.36 -0.04 -0.19
C -2.48936 -1.44090 3.03813 0.72 0.06 0.17
C -3.79496 -1.38410 3.48383 -0.42 0.00 -0.04
C -4.82906 -1.41970 2.58003 -0.66 0.06 0.62
I -6.80786 -1.43160 3.34133 0.33 0.04 -0.10
C -4.59676 -1.45240 1.19863 0.37 -0.03 -0.13
C -5.58966 -1.43280 0.20013 0.01 0.00 -0.30
C -5.23476 -1.43760 -1.12127 -0.12 0.03 0.17
C -3.87826 -1.46860 -1.45757 0.19 -0.03 -0.01
N -2.93436 -1.51180 -0.55047 -0.27 0.08 -0.22
C -3.24356 -1.50760 0.75583 -0.50 0.04 0.39
C -2.14436 -1.55990 1.68843 0.21 0.02 0.48
O -0.92836 -1.68290 1.32933 0.22 -0.16 -0.94
H -3.98976 -1.31500 4.54413 -0.06 -0.03 0.02
H -6.63226 -1.40820 0.48023 -0.05 -0.01 0.07
H -5.97996 -1.42500 -1.90107 -0.07 0.02 -0.05
H -3.55776 -1.46440 -2.49177 0.01 -0.04 -0.08
S -1.89516 -4.36110 -0.51887 -1.13 0.03 0.30
C -0.84146 -5.61630 -0.66797 0.10 -0.23 -0.04
N -0.16316 -6.54260 -0.76987 0.60 -0.59 -0.10
```
Forces are in eV/Å.

Its gap between HOMO and LUMO is 6.8225 eV. The multiplicity is 1. Its total charge is -1.